(1)
Entry from the OMol25 dataset: a 2-piece molecular cluster, C9H14 overall at a distorted geometry (ωB97M-V with the def2-TZVPD basis set).

```
23
C9H14 (ωB97M-V with the def2-TZVPD basis set)
C -1.80 1.09 -0.42
C -3.07 1.77 0.12
H -2.04 0.31 -1.15
H -1.17 1.78 -0.99
H -1.19 0.79 0.43
H -3.88 1.77 -0.62
H -2.86 2.80 0.36
H -3.43 1.22 0.98
C 0.05 -2.55 0.33
C 0.94 -0.63 -1.14
C 1.02 -1.49 -0.02
C 1.62 0.54 -1.15
C 1.92 -1.09 1.05
C 2.33 0.99 0.00
C 2.55 0.12 1.08
H 0.24 -0.89 -1.93
H 1.64 1.15 -2.05
H -0.87 -2.05 0.67
H 0.42 -3.21 1.09
H 1.99 -1.72 1.90
H 2.70 2.00 0.07
H 3.16 0.33 1.95
H -0.28 -3.01 -0.58
```

Results
**ΔE to the lowest compared entry with this formula, charge and spin**: 34.3 kJ/mol
**Strongest force on any atom**: 2.073 eV/Å
**HOMO energy (spin up / spin down)**: -14.820 / -14.879 eV
**Charge**: +1
**Multiplicity**: 2

Atom-resolved charges from natural (NBO), all expressed in e: -0.62 -0.61 0.20 0.20 0.18 0.22 0.21 0.21 -0.69 -0.20 0.26 -0.15 -0.11 0.04 -0.23 0.25 0.26 0.30 0.26 0.24 0.25 0.26 0.26

=====

(2)
Entry from the OMol25 dataset: H38O19Y as an isolated structure at a distorted geometry (ωB97M-V with the def2-TZVPD basis set).

```
58
H38O19Y (ωB97M-V with the def2-TZVPD basis set)
Y 8.61 10.80 9.23
O 6.56 11.65 10.42
H 6.61 11.42 11.32
H 6.27 12.58 10.30
O 8.83 5.12 13.10
H 9.64 5.00 13.69
H 8.62 4.21 12.79
O 6.85 11.71 7.69
H 6.73 12.02 6.73
H 5.98 11.82 8.07
O 11.46 13.69 10.74
H 11.74 13.83 11.64
H 12.10 14.09 10.15
O 7.65 7.73 12.66
H 8.33 7.01 12.78
H 6.82 7.25 12.78
O 6.04 14.30 9.84
H 5.79 14.59 8.90
H 5.21 14.31 10.33
O 6.43 9.33 5.18
H 6.36 8.50 4.70
H 5.55 9.71 5.02
O 7.18 8.90 9.19
H 6.31 8.53 9.42
H 7.40 8.69 8.21
O 8.73 13.39 9.77
H 9.49 13.87 10.20
H 7.91 13.90 9.96
O 10.90 7.60 7.05
H 11.32 6.77 7.21
H 11.53 7.83 6.38
O 5.34 15.68 7.05
H 4.44 15.74 6.75
H 5.71 16.58 7.14
O 8.41 9.76 11.51
H 8.86 10.25 12.21
H 8.08 9.01 12.13
O 10.41 10.84 5.02
H 10.11 10.80 4.13
H 11.36 11.01 4.90
O 10.60 11.32 10.31
H 11.17 12.12 10.46
H 11.10 10.49 10.39
O 9.87 11.90 7.48
H 9.94 12.83 7.76
H 9.84 11.76 6.52
O 12.07 5.14 6.88
H 12.31 4.46 7.50
H 12.22 4.77 6.01
O 8.53 9.36 7.10
H 8.08 9.65 6.29
H 9.17 8.71 6.79
O 6.70 13.34 5.34
H 6.28 14.07 5.79
H 6.25 13.29 4.51
O 10.08 8.74 9.33
H 10.44 8.15 8.64
H 9.88 8.11 10.03
```

Results
**Strongest force on any atom**: 2.628 eV/Å
**HOMO energy**: -18.328 eV
**Charge**: +3

Atom-resolved charges from natural (NBO), all expressed in e: 2.19 -0.98 0.51 0.52 -0.99 0.50 0.51 -1.00 0.55 0.51 -0.97 0.52 0.52 -0.97 0.53 0.52 -1.00 0.54 0.51 -0.98 0.50 0.49 -1.01 0.53 0.53 -1.01 0.53 0.53 -1.00 0.52 0.50 -1.00 0.50 0.51 -1.03 0.49 0.53 -0.97 0.50 0.50 -1.02 0.54 0.53 -1.00 0.52 0.55 -0.98 0.50 0.50 -0.99 0.54 0.54 -0.97 0.50 0.49 -0.99 0.53 0.51

=====

(3)
Entry from the OMol25 dataset: one molecule with the formula C22H33N3O3 (ωB97M-V with the def2-TZVPD basis set).

```
61
C22H33N3O3 (ωB97M-V with the def2-TZVPD basis set)
C -5.71 -3.27 -0.65
C -4.48 -2.97 0.20
C -3.83 -1.64 -0.19
O -4.70 -0.59 0.19
C -4.16 0.66 0.08
C -4.98 1.74 -0.21
C -4.43 3.00 -0.33
C -3.07 3.21 -0.20
C -2.48 4.58 -0.35
C -2.25 2.12 0.11
C -2.80 0.86 0.27
N -2.02 -0.25 0.66
C -0.73 -0.05 1.30
C 0.41 0.04 0.27
O 0.99 1.08 0.04
N 0.64 -1.14 -0.33
C 1.68 -1.35 -1.32
C 2.80 -2.23 -0.76
C 3.68 -1.44 0.22
N 4.45 -0.45 -0.51
C 5.81 -0.87 -0.80
C 6.76 -0.72 0.39
C 6.74 0.73 0.88
C 5.31 1.15 1.19
C 4.38 0.92 -0.01
C 4.63 1.91 -1.14
C -2.44 -1.51 0.43
O -1.75 -2.48 0.68
H -6.17 -4.20 -0.33
H -6.43 -2.46 -0.55
H -5.44 -3.36 -1.70
H -4.76 -2.91 1.25
H -3.73 -3.75 0.08
H -3.69 -1.61 -1.29
H -6.04 1.57 -0.33
H -5.08 3.84 -0.55
H -1.41 4.52 -0.54
H -2.96 5.11 -1.17
H -2.63 5.15 0.56
H -1.19 2.27 0.20
H -0.56 -0.91 1.96
H -0.77 0.87 1.89
H 0.11 -1.94 -0.04
H 1.23 -1.82 -2.20
H 2.09 -0.37 -1.59
H 2.37 -3.10 -0.26
H 3.42 -2.57 -1.59
H 3.03 -0.94 0.95
H 4.32 -2.13 0.77
H 5.78 -1.91 -1.13
H 6.18 -0.27 -1.63
H 6.44 -1.38 1.21
H 7.77 -1.01 0.10
H 7.17 1.38 0.11
H 7.36 0.83 1.77
H 5.28 2.21 1.47
H 4.94 0.57 2.04
H 3.34 1.08 0.31
H 5.67 1.91 -1.47
H 4.38 2.92 -0.81
H 4.00 1.66 -1.99
```

Results
**ΔE to the lowest compared entry with this formula, charge and spin**: 7.6 kJ/mol
**SMILES**: CC[C@H]1Oc2ccc(C)cc2N(CC(=O)NCCCN2CCCC[C@H]2C)C1=O
**Strongest force on any atom**: 0.674 eV/Å
**HOMO energy**: -7.907 eV

Atom-resolved charges from natural (NBO), all expressed in e: -0.60 -0.41 0.03 -0.49 0.26 -0.24 -0.20 -0.03 -0.63 -0.20 0.08 -0.41 -0.32 0.67 -0.64 -0.62 -0.23 -0.40 -0.21 -0.48 -0.21 -0.42 -0.40 -0.42 -0.05 -0.61 0.68 -0.64 0.21 0.21 0.20 0.21 0.23 0.19 0.23 0.21 0.22 0.22 0.22 0.23 0.24 0.23 0.43 0.20 0.24 0.20 0.21 0.20 0.18 0.20 0.19 0.19 0.21 0.19 0.21 0.21 0.20 0.23 0.19 0.21 0.22

=====

Which value of strongest force on any atom does entry 3 give? 0.674 eV/Å

=====

What did the first record say?
Entry from the OMol25 dataset: a 2-piece molecular cluster, C9H14 overall at a distorted geometry (ωB97M-V with the def2-TZVPD basis set).

```
23
C9H14 (ωB97M-V with the def2-TZVPD basis set)
C -1.80 1.09 -0.42
C -3.07 1.77 0.12
H -2.04 0.31 -1.15
H -1.17 1.78 -0.99
H -1.19 0.79 0.43
H -3.88 1.77 -0.62
H -2.86 2.80 0.36
H -3.43 1.22 0.98
C 0.05 -2.55 0.33
C 0.94 -0.63 -1.14
C 1.02 -1.49 -0.02
C 1.62 0.54 -1.15
C 1.92 -1.09 1.05
C 2.33 0.99 0.00
C 2.55 0.12 1.08
H 0.24 -0.89 -1.93
H 1.64 1.15 -2.05
H -0.87 -2.05 0.67
H 0.42 -3.21 1.09
H 1.99 -1.72 1.90
H 2.70 2.00 0.07
H 3.16 0.33 1.95
H -0.28 -3.01 -0.58
```

Results
**ΔE to the lowest compared entry with this formula, charge and spin**: 34.3 kJ/mol
**Strongest force on any atom**: 2.073 eV/Å
**HOMO energy (spin up / spin down)**: -14.820 / -14.879 eV
**Charge**: +1
**Multiplicity**: 2

Atom-resolved charges from natural (NBO), all expressed in e: -0.62 -0.61 0.20 0.20 0.18 0.22 0.21 0.21 -0.69 -0.20 0.26 -0.15 -0.11 0.04 -0.23 0.25 0.26 0.30 0.26 0.24 0.25 0.26 0.26

=====

Which formula does entry 1 have? C9H14

=====

Repeat the second record exactly.
Entry from the OMol25 dataset: H38O19Y as an isolated structure at a distorted geometry (ωB97M-V with the def2-TZVPD basis set).

```
58
H38O19Y (ωB97M-V with the def2-TZVPD basis set)
Y 8.61 10.80 9.23
O 6.56 11.65 10.42
H 6.61 11.42 11.32
H 6.27 12.58 10.30
O 8.83 5.12 13.10
H 9.64 5.00 13.69
H 8.62 4.21 12.79
O 6.85 11.71 7.69
H 6.73 12.02 6.73
H 5.98 11.82 8.07
O 11.46 13.69 10.74
H 11.74 13.83 11.64
H 12.10 14.09 10.15
O 7.65 7.73 12.66
H 8.33 7.01 12.78
H 6.82 7.25 12.78
O 6.04 14.30 9.84
H 5.79 14.59 8.90
H 5.21 14.31 10.33
O 6.43 9.33 5.18
H 6.36 8.50 4.70
H 5.55 9.71 5.02
O 7.18 8.90 9.19
H 6.31 8.53 9.42
H 7.40 8.69 8.21
O 8.73 13.39 9.77
H 9.49 13.87 10.20
H 7.91 13.90 9.96
O 10.90 7.60 7.05
H 11.32 6.77 7.21
H 11.53 7.83 6.38
O 5.34 15.68 7.05
H 4.44 15.74 6.75
H 5.71 16.58 7.14
O 8.41 9.76 11.51
H 8.86 10.25 12.21
H 8.08 9.01 12.13
O 10.41 10.84 5.02
H 10.11 10.80 4.13
H 11.36 11.01 4.90
O 10.60 11.32 10.31
H 11.17 12.12 10.46
H 11.10 10.49 10.39
O 9.87 11.90 7.48
H 9.94 12.83 7.76
H 9.84 11.76 6.52
O 12.07 5.14 6.88
H 12.31 4.46 7.50
H 12.22 4.77 6.01
O 8.53 9.36 7.10
H 8.08 9.65 6.29
H 9.17 8.71 6.79
O 6.70 13.34 5.34
H 6.28 14.07 5.79
H 6.25 13.29 4.51
O 10.08 8.74 9.33
H 10.44 8.15 8.64
H 9.88 8.11 10.03
```

Results
**Strongest force on any atom**: 2.628 eV/Å
**HOMO energy**: -18.328 eV
**Charge**: +3

Atom-resolved charges from natural (NBO), all expressed in e: 2.19 -0.98 0.51 0.52 -0.99 0.50 0.51 -1.00 0.55 0.51 -0.97 0.52 0.52 -0.97 0.53 0.52 -1.00 0.54 0.51 -0.98 0.50 0.49 -1.01 0.53 0.53 -1.01 0.53 0.53 -1.00 0.52 0.50 -1.00 0.50 0.51 -1.03 0.49 0.53 -0.97 0.50 0.50 -1.02 0.54 0.53 -1.00 0.52 0.55 -0.98 0.50 0.50 -0.99 0.54 0.54 -0.97 0.50 0.49 -0.99 0.53 0.51